# C8H9N

A cluster of 2 separate species, C8H9N in total in a non-equilibrium geometry (the ωB97M-V functional and the def2-TZVPD basis, the Open Molecules 2025 dataset).

```
18
C8H9N the ωB97M-V functional and the def2-TZVPD basis
C -2.7442 0.9524 -1.9456
C -1.9312 0.5921 -1.1467
C -0.2784 0.0585 0.0954
C 0.3787 -1.0978 -0.0251
C 0.4451 1.0779 0.8451
C 1.5433 -0.8660 1.0471
C 0.0561 -2.4288 -0.6154
C 0.2731 2.4972 0.8053
N 1.5043 0.5389 1.3050
H -3.5178 0.8050 -2.6607
H 1.0796 -1.4869 1.8992
H 2.6527 -1.2083 0.7778
H 0.8880 -2.6382 -1.2949
H -0.8858 -2.4249 -1.3390
H -0.0574 -3.3098 0.0069
H 0.5157 2.9656 -0.1847
H 0.8441 3.0510 1.5088
H -0.7658 2.9219 0.9216
```

The max |F| comes out at 6.070 eV/A. The relative energy (zero: lowest compared OMol25 entry of this formula, charge and spin) is 588.6 kJ/mol. The highest occupied orbital energy comes out at -9.65 eV. The LUMO energy is 0.311 eV.


# C8H9N

An isolated molecule of C8H9N in a non-equilibrium geometry (the ωB97M-V functional and the def2-TZVPD basis, the Open Molecules 2025 dataset).

```
18
C8H9N the ωB97M-V functional and the def2-TZVPD basis
C -3.2172 0.0730 -0.5534
C -2.1429 -0.2944 0.1445
C -1.0325 -0.5635 0.6476
C 0.0788 -0.9942 1.2012
C 1.3742 -0.7955 0.4574
C 1.3204 -1.6541 -0.8941
N 1.6742 0.5055 -0.0189
C 1.1924 1.6141 0.1123
C 0.6542 2.7585 0.2696
H -2.8201 0.3283 -1.5285
H -4.2464 0.2506 -0.2357
H 0.2280 -1.2034 2.2539
H 2.0972 -0.9683 1.2362
H 2.0928 -1.1783 -1.3979
H 0.3124 -1.5927 -1.2825
H 1.6098 -2.6851 -0.8428
H 1.0100 3.5861 0.8551
H -0.1853 2.8134 -0.4242
```

The max |F| comes out at 3.791 eV/A. The relative energy (zero: lowest compared OMol25 entry of this formula, charge and spin) is 479.5 kJ/mol. The highest occupied orbital energy comes out at -8.49 eV. The LUMO energy is 0.057 eV. The SMILES is C=C=C=C[C@@H](C)N=C=C.


# C8H9N

An isolated molecule of C8H9N in a non-equilibrium geometry (the ωB97M-V functional and the def2-TZVPD basis, the Open Molecules 2025 dataset).

```
18
C8H9N the ωB97M-V functional and the def2-TZVPD basis
C -2.0450 -0.4002 -1.1242
C 0.6856 0.8108 -0.8361
C 0.3072 1.3084 0.3852
C 0.9755 1.4891 -1.9635
C 0.2754 1.8960 1.4591
C 0.4218 -0.6943 -1.0199
C -1.0036 -0.9978 -0.4795
C -1.2172 -1.6005 0.8245
N -2.9954 -0.2172 -1.7498
H 1.4488 0.8611 -2.7133
H 0.7275 2.5344 -2.0727
H -0.6682 2.1925 1.7982
H 1.1108 1.9551 2.1442
H 0.2195 -0.7982 -2.1435
H 1.3676 -1.1913 -0.7944
H -0.2272 -1.5374 1.2821
H -1.5757 -2.5379 0.6527
H -2.0453 -1.1601 1.5039
```

The max |F| comes out at 6.766 eV/A. The relative energy (zero: lowest compared OMol25 entry of this formula, charge and spin) is 550.5 kJ/mol. The highest occupied orbital energy (alpha / beta) comes out at -8.28 / -7.61 eV. The LUMO energy (alpha / beta) is -0.352 / -0.582 eV.


# C8H9N2

The ion C8H9N2 with charge +1 in a non-equilibrium geometry (the ωB97M-V functional and the def2-TZVPD basis, the Open Molecules 2025 dataset).

```
19
C8H9N2 the ωB97M-V functional and the def2-TZVPD basis
C -0.7382 0.7259 1.5365
C -1.5705 1.4391 0.7677
C -0.0437 -1.3265 -1.6019
C -0.3480 -2.1582 -0.4926
C 0.4283 -0.0699 -1.4656
C -0.3967 -1.6259 0.7119
C 0.8888 0.4255 -0.1743
C 1.7548 1.4357 -0.0546
N 0.1966 -0.2597 0.9643
N -2.0117 2.3807 0.1871
H -0.9928 0.4746 2.5423
H -0.5158 -1.5855 -2.6342
H -0.6907 -3.1491 -0.7429
H 0.7017 0.4514 -2.3881
H -0.6669 -1.8993 1.6567
H 2.0147 1.9382 0.9290
H 2.3495 1.7640 -0.9311
H 1.0054 -0.3405 1.6437
H -2.8886 2.5545 -0.2543
```

The max |F| comes out at 7.003 eV/A. The relative energy (zero: lowest compared OMol25 entry of this formula, charge and spin) is 44.8 kJ/mol. The highest occupied orbital energy (alpha / beta) comes out at -10.37 / -13.29 eV. The LUMO energy (alpha / beta) is -3.296 / -6.649 eV. As for the net charge: +1. As for the spin multiplicity: 3. As for the expectation value of S²: 2.033.


# C8H9N2NiO5S

A structure of composition C8H9N2NiO5S in a non-equilibrium geometry (the ωB97M-V functional and the def2-TZVPD basis, the Open Molecules 2025 dataset).

```
26
C8H9N2NiO5S the ωB97M-V functional and the def2-TZVPD basis
O 1.1387 -3.1316 -3.3859
C 0.6205 -2.3756 -2.6973
Ni -0.2627 -1.1853 -1.6411
O 2.2019 -0.6763 0.0158
C 1.2658 -0.8720 -0.6189
C -2.0668 -1.4801 -2.7637
O -3.0916 -0.8701 -2.6152
C -0.9745 -2.5619 -0.6056
O -1.3692 -3.4391 0.0156
C -0.0057 0.1788 -2.8883
O 0.1951 0.9898 -3.6711
H -1.9416 -2.3021 -3.5378
C 1.4254 2.5556 1.2791
N 0.3677 1.8487 0.5154
C -0.4331 0.8472 0.8610
S -1.5457 0.3081 -0.4171
N -0.5838 0.2143 2.0140
C 0.1167 0.4697 3.2838
H 1.5296 2.1500 2.2797
H 1.1712 3.6204 1.3500
H 2.3878 2.4622 0.7606
H 0.3001 2.2264 -0.4502
H -1.2921 -0.5407 2.0916
H -0.0712 1.4986 3.5924
H -0.2609 -0.1886 4.0746
H 1.1787 0.2535 3.1588
```

The max |F| comes out at 5.667 eV/A. The relative energy (zero: lowest compared OMol25 entry of this formula, charge and spin) is 0.0 kJ/mol. The highest occupied orbital energy (alpha / beta) comes out at -10.60 / -12.33 eV. The LUMO energy (alpha / beta) is -3.585 / -3.667 eV. As for the net charge: +1. As for the spin multiplicity: 3. As for the expectation value of S²: 2.034.


# C8H9N2O3

A cluster of 2 separate species, C8H9N2O3 in total in a non-equilibrium geometry (the ωB97M-V functional and the def2-TZVPD basis, the Open Molecules 2025 dataset).

```
22
C8H9N2O3 the ωB97M-V functional and the def2-TZVPD basis
C -0.7484 -0.6043 -1.6540
C -0.9765 0.1842 0.5901
C 1.2274 0.2013 -0.5223
C -1.6208 -0.3039 -0.5722
C 0.6187 -0.2932 -1.6037
C 0.4340 0.4274 0.6796
C 1.6277 1.6699 2.4579
C -3.0993 -0.2366 -0.5661
N 1.4508 -0.8086 -2.7090
N 1.0163 0.7423 1.8840
O 1.1890 -1.7820 -3.3245
O 2.5313 -0.2412 -2.7572
O 0.9874 -0.9545 3.2739
H -1.1246 -1.0666 -2.4626
H -1.4814 0.4075 1.5708
H 2.3167 0.4660 -0.6512
H 2.1234 1.5836 3.3738
H 1.7008 2.5592 1.8599
H -3.4843 -0.5314 0.3799
H -3.3706 0.6830 -1.0512
H -3.3196 -0.9524 -1.3386
H 2.0019 -1.1499 3.1426
```

The max |F| comes out at 3.846 eV/A. The relative energy (zero: lowest compared OMol25 entry of this formula, charge and spin) is 17.5 kJ/mol. The highest occupied orbital energy (alpha / beta) comes out at -13.86 / -14.26 eV. The LUMO energy (alpha / beta) is -4.673 / -7.919 eV. As for the net charge: +1. As for the spin multiplicity: 3. As for the expectation value of S²: 2.041.


# C8H9N3O2

A cluster of 2 separate species, C8H9N3O2 in total in a non-equilibrium geometry (the ωB97M-V functional and the def2-TZVPD basis, the Open Molecules 2025 dataset).

```
22
C8H9N3O2 the ωB97M-V functional and the def2-TZVPD basis
O 0.5630 -3.4842 -0.4150
N -0.2482 -2.4550 -0.7154
N -0.2634 -1.5826 0.1781
C -1.1329 -0.5150 0.0554
C -0.7732 0.6882 0.6666
C -1.6462 1.7554 0.6426
C -2.8860 1.6346 0.0308
C -3.2473 0.4408 -0.5747
C -2.3778 -0.6318 -0.5664
H 0.9585 -3.3646 0.4744
H 0.1986 0.7727 1.1262
H -1.3654 2.6886 1.1086
H -3.5702 2.4693 0.0266
H -4.2037 0.3490 -1.0608
H -2.6466 -1.5769 -1.0143
C 3.7395 -0.1437 0.5457
N 2.7291 0.6817 -0.0003
C 2.3642 1.3360 -0.9202
O 1.8234 2.0148 -1.6892
H 3.2860 -0.7325 1.3429
H 4.1590 -0.8139 -0.2075
H 4.5395 0.4693 0.9659
```

The max |F| comes out at 2.754 eV/A. The relative energy (zero: lowest compared OMol25 entry of this formula, charge and spin) is 202.2 kJ/mol. The highest occupied orbital energy comes out at -8.98 eV. The LUMO energy is 0.268 eV. The SMILES is O/N=N/c1ccccc1.CN=C=O.


# C8H9NO

An isolated molecule of C8H9NO in a non-equilibrium geometry (the ωB97M-V functional and the def2-TZVPD basis, the Open Molecules 2025 dataset).

```
19
C8H9NO the ωB97M-V functional and the def2-TZVPD basis
C -1.1209 2.0341 0.1324
C -0.1572 1.8798 -0.9084
C -1.0480 0.9790 1.0098
C 0.5043 0.7514 -0.6199
C 0.5042 -0.8788 -2.2970
C 1.4736 0.0585 -1.6177
C 0.3827 -1.1227 1.0507
C -0.4930 -1.8670 1.9684
N 0.0644 0.1126 0.5330
O -0.0708 -0.6183 -3.3151
H -1.7924 2.8176 0.3762
H -0.1074 2.3992 -1.9104
H -1.5899 0.8550 1.8908
H 1.8239 0.8896 -2.2108
H 2.4060 -0.4751 -1.2183
H 1.3804 -1.4075 0.7789
H -0.5684 -1.6272 3.0029
H -0.1456 -2.9599 1.8566
H -1.4459 -1.8202 1.4980
```

The max |F| comes out at 4.161 eV/A. The relative energy (zero: lowest compared OMol25 entry of this formula, charge and spin) is 451.0 kJ/mol. The highest occupied orbital energy (alpha / beta) comes out at -8.07 / -6.91 eV. The LUMO energy (alpha / beta) is 0.192 / -0.085 eV.


# C8H9NO3

An isolated molecule of C8H9NO3 in a non-equilibrium geometry (the ωB97M-V functional and the def2-TZVPD basis, the Open Molecules 2025 dataset).

```
21
C8H9NO3 the ωB97M-V functional and the def2-TZVPD basis
C 1.5014 2.7308 -1.5892
N 0.4873 1.7509 -1.2366
O -0.7962 2.0923 -0.8709
C 1.0110 0.6253 -0.5068
O 2.1679 0.3270 -0.5878
C 0.0767 -0.4186 -0.0079
C -0.8156 -1.0630 -0.7598
C -1.6303 -2.1634 -0.3108
C -1.4558 -2.4608 1.0182
C -0.5972 -1.7571 1.9113
C 0.2045 -0.7622 1.3972
O 1.0428 -0.0871 2.2466
H 2.2543 2.8637 -0.8114
H 1.8564 2.5090 -2.5897
H 1.0059 3.6949 -1.5943
H -1.1773 1.2892 -0.6230
H -0.8443 -0.8302 -1.7737
H -2.3678 -2.6068 -0.9365
H -2.1338 -3.1854 1.6009
H -0.7505 -1.8770 2.9736
H 0.9604 -0.6713 3.0505
```

The max |F| comes out at 4.545 eV/A. The relative energy (zero: lowest compared OMol25 entry of this formula, charge and spin) is 296.4 kJ/mol. The highest occupied orbital energy comes out at -8.74 eV. The LUMO energy is 0.663 eV. The SMILES is CN(O)C(=O)c1ccccc1O.


# C8H9NO3S

An isolated molecule of C8H9NO3S in a non-equilibrium geometry (the ωB97M-V functional and the def2-TZVPD basis, the Open Molecules 2025 dataset).

```
22
C8H9NO3S the ωB97M-V functional and the def2-TZVPD basis
C -1.3107 1.3094 1.9615
C -1.3048 1.4117 0.4421
O -1.7212 2.2553 -0.2438
C -0.7888 0.0784 -0.2843
C -1.6898 -0.5699 -1.1647
C -1.3865 -1.6815 -1.9768
C -0.0726 -2.1520 -1.8857
C 0.8311 -1.5128 -1.0727
C 0.5573 -0.3798 -0.2741
S 1.9500 0.3245 0.5532
N 1.8631 0.0479 2.0522
O 3.1471 0.0202 -0.1667
O 1.6497 1.8584 0.0598
H -2.0466 0.5805 2.4005
H -1.5966 2.2241 2.4707
H -0.4728 0.8833 2.3860
H -2.5639 -0.0479 -1.2565
H -2.2020 -2.1288 -2.5786
H 0.2128 -2.9315 -2.6024
H 1.7900 -1.9788 -0.8494
H 2.7086 0.1387 2.5204
H 2.4467 2.2506 -0.4906
```

The max |F| comes out at 5.044 eV/A. The relative energy (zero: lowest compared OMol25 entry of this formula, charge and spin) is 223.6 kJ/mol. The highest occupied orbital energy comes out at -9.59 eV. The LUMO energy is 0.357 eV. The SMILES is CC(=O)c1ccccc1[S@@](=N)(=O)O.


# C8H9NO4

An isolated molecule of C8H9NO4 in a non-equilibrium geometry (the ωB97M-V functional and the def2-TZVPD basis, the Open Molecules 2025 dataset).

```
22
C8H9NO4 the ωB97M-V functional and the def2-TZVPD basis
C 1.4981 -1.7087 -1.5514
O 0.4709 -0.7804 -1.4866
C 0.4600 0.1627 -0.5784
C 1.2302 1.3448 -0.5481
C 1.0085 2.2275 0.3916
C 0.1365 2.1400 1.3677
O 0.2815 3.0660 2.3710
C -0.7478 1.0745 1.4075
C -0.5173 0.0829 0.4907
C -1.5738 -0.9908 0.6432
O -2.3300 -1.1012 1.6773
N -1.6438 -1.9994 -0.3019
O -1.9501 -1.7204 -1.6076
H 1.7694 -1.5519 -2.5711
H 1.1844 -2.7652 -1.4366
H 2.4074 -1.5506 -0.9629
H 2.1282 1.3966 -1.2005
H 1.6307 3.0404 0.5909
H -0.4439 2.9141 3.1045
H -1.6028 1.0448 2.1111
H -2.3320 -2.6184 0.1387
H -1.0644 -1.7076 -2.0492
```

The max |F| comes out at 5.833 eV/A. The relative energy (zero: lowest compared OMol25 entry of this formula, charge and spin) is 194.2 kJ/mol. The highest occupied orbital energy comes out at -8.68 eV. The LUMO energy is 0.264 eV. The SMILES is COc1ccc(O)cc1C(=O)NO.


# C8H9NS

An isolated molecule of C8H9NS in a non-equilibrium geometry (the ωB97M-V functional and the def2-TZVPD basis, the Open Molecules 2025 dataset).

```
19
C8H9NS the ωB97M-V functional and the def2-TZVPD basis
H 3.3085 -1.7239 0.4902
N 2.5906 -1.1264 0.9754
C 1.8856 -0.5082 0.1691
C 2.0250 -0.3566 -1.2816
C 0.5235 0.4745 1.0379
C -0.2147 1.5804 0.1766
C -1.3516 0.5590 0.0471
C -2.6744 0.2626 -0.3278
C -3.0011 -0.9701 0.2365
S -1.8814 -1.5921 1.3340
C -0.7846 -0.2826 0.9592
H 1.2605 -0.7837 -1.8926
H 3.0501 -0.8837 -1.6122
H 2.1279 0.6736 -1.4185
H 0.8667 0.7921 2.0050
H 0.0505 1.8371 -0.7377
H -0.5491 2.4568 0.7025
H -3.2152 0.8895 -1.0373
H -4.0168 -1.2981 0.1744
```

The max |F| comes out at 4.909 eV/A. The relative energy (zero: lowest compared OMol25 entry of this formula, charge and spin) is 212.0 kJ/mol. The highest occupied orbital energy comes out at -8.23 eV. The LUMO energy is 0.879 eV. The SMILES is [H]/N=C(\C)[C@H]1Cc2ccsc21.